65
Properties=species:S:1:pos:R:3:lowdin_charge:R:1 method="wB97M-V/def2-TZVPD" e_lumo_ev=0.5 smiles="CC1(C)OB(C2C=CC=CC=C2)OC1(C)C.Cc1ccc(-c2ccc(N(C)C)cc2)s1" e_tot_ev=-44610.579 fmax_ha_per_bohr=0.0588 relative_energy_kj_mol=0.0 spin_multiplicity=1 orbital_gap_ev=7.2 homo_ev=-6.715
C -1.738 -0.936 4.909 -0.009
C -0.587 -1.394 4.038 -0.448
C -1.121 -2.099 2.786 -0.001
O 0.131 -0.209 3.627 0.163
B 1.402 -0.691 3.440 -0.591
C 2.262 -0.362 2.104 -0.157
C 2.245 1.117 2.159 -0.058
C 1.550 2.005 1.405 -0.113
C 0.688 1.729 0.322 -0.103
C 0.529 0.540 -0.347 -0.086
C 1.125 -0.731 -0.119 -0.097
C 1.827 -1.201 0.938 -0.022
O 1.753 -1.842 4.099 0.153
C 0.542 -2.247 4.774 -0.451
C 0.722 -1.870 6.249 -0.016
C 0.424 -3.753 4.672 -0.003
H -2.302 -1.800 5.279 0.096
H -1.378 -0.358 5.766 0.086
H -2.417 -0.308 4.322 0.098
H -1.779 -2.936 3.061 0.093
H -1.703 -1.392 2.181 0.106
H -0.311 -2.480 2.143 0.064
H 3.263 -0.702 2.412 0.140
H 2.864 1.522 2.967 0.120
H 1.626 3.064 1.680 0.102
H 0.095 2.580 -0.034 0.099
H -0.134 0.578 -1.222 0.099
H 0.953 -1.424 -0.950 0.062
H 2.249 -2.197 0.962 0.086
H -0.118 -2.241 6.850 0.093
H 1.643 -2.343 6.617 0.096
H 0.811 -0.783 6.383 0.098
H -0.527 -4.081 5.116 0.100
H 0.486 -4.112 3.637 0.072
H 1.239 -4.218 5.240 0.096
C -0.862 -6.049 1.238 -0.113
C 0.292 -5.212 0.840 -0.601
C 1.623 -5.348 1.218 -0.128
C 2.511 -4.545 0.451 -0.115
C 1.858 -3.746 -0.497 -0.497
C 2.447 -3.238 -1.708 -0.275
C 3.847 -3.038 -1.820 -0.014
C 4.380 -2.433 -2.943 -0.018
C 3.528 -1.952 -3.970 -0.233
N 4.004 -1.149 -4.965 -0.202
C 3.099 -0.441 -5.853 -0.067
C 5.393 -0.733 -4.990 -0.070
C 2.152 -2.306 -3.932 -0.017
C 1.630 -2.944 -2.822 -0.070
S 0.114 -3.980 -0.349 1.093
H -0.511 -7.003 1.642 0.085
H -1.487 -5.554 1.994 0.071
H -1.492 -6.242 0.359 0.075
H 1.937 -6.058 1.980 0.112
H 3.594 -4.575 0.540 0.108
H 4.500 -3.348 -1.004 0.110
H 5.456 -2.272 -3.017 0.095
H 2.449 0.258 -5.301 0.098
H 3.704 0.129 -6.565 0.079
H 2.460 -1.142 -6.407 0.083
H 6.059 -1.606 -5.001 0.087
H 5.552 -0.147 -5.900 0.079
H 5.646 -0.111 -4.117 0.096
H 1.499 -2.044 -4.762 0.095
H 0.576 -3.224 -2.823 0.089